# 1
DFT (ωB97M-V/def2-TZVPD) results for a structure of composition C46H43AsBCl2N7O3P2Se2Sr.

Cartesian coordinates (Å):
Sr -1.1059 1.3663 0.2086
Cl -3.4606 6.1434 1.0919
C -3.6943 4.7830 2.1590
C -4.6198 4.9076 3.1983
C -4.8440 3.8721 4.0583
Cl -6.0096 4.0700 5.3531
C -4.1466 2.6486 3.9144
C -4.3266 1.5235 4.7480
C -3.5953 0.3936 4.5214
C -2.6683 0.3769 3.4626
N -2.4814 1.4016 2.6683
C -3.2053 2.5319 2.8647
C -2.9501 3.6194 1.9231
O -2.1012 3.4790 0.9901
H -5.1620 5.8366 3.3124
H -5.0449 1.5727 5.5555
H -3.7112 -0.4860 5.1410
H -2.0520 -0.4945 3.2773
Se 1.2542 -5.9073 0.9386
P 2.1523 -4.1055 1.6031
C 3.7609 -3.7873 0.8265
C 4.1527 -2.5100 0.4452
C 5.4149 -2.3111 -0.1070
C 6.2809 -3.3812 -0.2619
C 5.8875 -4.6611 0.1155
C 4.6268 -4.8658 0.6475
C 2.5305 -4.2222 3.3829
C 3.7776 -3.8914 3.8941
C 4.0295 -4.0206 5.2555
C 3.0373 -4.4767 6.1065
C 1.7875 -4.8094 5.5953
C 1.5377 -4.6885 4.2407
C 1.1837 -2.5954 1.4958
C 0.4883 -1.8510 0.5319
N -0.1363 -0.8645 1.1973
N 0.1879 -0.9525 2.4757
N 0.9952 -1.9687 2.6806
P 0.3365 -2.0268 -1.2569
Se -0.7863 -0.6137 -2.4107
C 2.0314 -2.1784 -1.9010
C 2.6905 -3.4024 -1.9719
C 3.9865 -3.4657 -2.4650
C 4.6295 -2.3071 -2.8738
C 3.9786 -1.0836 -2.7861
C 2.6803 -1.0138 -2.3081
C -0.4626 -3.6419 -1.4578
C -0.3176 -4.3566 -2.6445
C -0.9994 -5.5483 -2.8244
C -1.8470 -6.0227 -1.8310
C -2.0146 -5.2985 -0.6618
C -1.3219 -4.1118 -0.4727
H 3.4901 -1.6569 0.5444
H 5.6786 -1.3104 -0.4217
H 7.2626 -3.2240 -0.6939
H 6.5595 -5.5003 -0.0188
H 4.2931 -5.8613 0.9162
H 4.5538 -3.5188 3.2390
H 5.0045 -3.7555 5.6462
H 3.2318 -4.5721 7.1681
H 1.0054 -5.1607 6.2570
H 0.5698 -4.9544 3.8352
H 2.2085 -4.3088 -1.6272
H 4.4942 -4.4219 -2.5057
H 5.6473 -2.3554 -3.2439
H 4.4871 -0.1712 -3.0708
H 2.1732 -0.0645 -2.1977
H 0.3233 -3.9767 -3.4298
H -0.8737 -6.1055 -3.7448
H -2.3801 -6.9551 -1.9731
H -2.6803 -5.6575 0.1126
H -1.4480 -3.5520 0.4452
N 0.8750 2.5138 1.6174
N 2.1510 2.4766 1.0224
C 2.4019 1.4542 0.0559
O 3.6083 1.2169 -0.1437
O 1.3970 0.9460 -0.5028
H 0.5527 3.4716 1.6878
H 0.8614 2.0791 2.5359
H 2.9344 2.6005 1.6460
B -5.5685 1.5991 -1.4893
C -4.3131 0.9106 -0.8047
N -3.3918 0.4380 -0.2864
H -5.1890 2.1002 -2.5336
H -6.4020 0.7365 -1.6966
H -5.9869 2.4473 -0.7243
C 0.8629 3.7643 -3.2366
As -0.3265 3.7732 -1.6853
C -0.4243 5.7022 -1.3871
C -2.0622 3.4424 -2.6154
C -2.5312 4.5466 -3.4982
C -3.3510 5.5542 -2.9870
C -3.7602 6.6107 -3.7852
C -3.3607 6.6843 -5.1139
C -2.5540 5.6835 -5.6367
C -2.1462 4.6253 -4.8364
H 0.5325 4.4565 -4.0121
H 0.9062 2.7471 -3.6265
H 1.8604 4.0424 -2.8955
H -0.7845 6.2326 -2.2686
H 0.5813 6.0462 -1.1403
H -1.0863 5.8847 -0.5419
H -2.7999 3.2354 -1.8372
H -1.9085 2.5179 -3.1766
H -3.6708 5.4950 -1.9526
H -4.4011 7.3778 -3.3672
H -3.6844 7.5085 -5.7380
H -2.2471 5.7209 -6.6755
H -1.5294 3.8369 -5.2525

As for the gap between HOMO and LUMO: 0.24693 hartree. The maximum force is 0.0124 Eh/bohr. As for the charge: -2. Its LUMO energy is 0.1374 Eh.



# 2
DFT (ωB97M-V/def2-TZVPD) results for a structure of composition C46H45As2CrN8 at a distorted geometry.

Cartesian coordinates (Å):
Cr -1.7383 -0.1475 0.1404
C -3.2226 -1.2039 2.7029
N -2.1266 -0.2757 2.4566
C -0.9664 -0.4789 3.3123
C 0.1244 0.3845 2.7692
N 0.0752 0.8687 1.5538
C 1.2141 1.6277 1.3937
C 1.6557 2.4076 0.3293
C 2.8725 3.0410 0.4700
C 3.6433 2.9093 1.6295
C 3.2093 2.1655 2.7062
C 1.9794 1.5411 2.5751
N 1.2459 0.7482 3.4323
C -4.1943 -1.0106 1.5893
N -3.8351 -0.4405 0.4497
C -4.9939 -0.3194 -0.2913
C -5.2321 0.2891 -1.5173
C -6.5180 0.2279 -2.0136
C -7.5544 -0.3953 -1.3118
C -7.3488 -0.9542 -0.0676
C -6.0578 -0.8990 0.4319
N -5.5079 -1.3188 1.6229
H -3.7031 -1.0510 3.6816
H -2.8235 -2.2335 2.6888
H -2.4602 0.6807 2.6063
H -0.6685 -1.5353 3.2566
H -1.1674 -0.2395 4.3671
H 1.0522 2.5186 -0.5568
H 3.2445 3.6531 -0.3361
H 4.5931 3.4161 1.6858
H 3.7957 2.0742 3.6061
H 1.4982 0.5155 4.3791
H -4.4344 0.8171 -2.0163
H -6.7335 0.6756 -2.9697
H -8.5410 -0.4242 -1.7458
H -8.1474 -1.4074 0.4955
H -6.0108 -1.7452 2.3858
C -0.9816 -4.3052 1.0885
As -1.6086 -2.7680 -0.0081
C -3.3513 -3.5590 -0.4762
C -0.7377 -3.1293 -1.7255
C -0.3042 -4.4077 -2.0602
C 0.2973 -4.6587 -3.2823
C 0.4860 -3.6268 -4.1866
C 0.0346 -2.3550 -3.8754
C -0.5814 -2.0996 -2.6554
As -1.4446 -0.3830 -2.3282
C -2.9107 -0.6706 -3.6021
C -0.5134 0.9648 -3.4287
H -1.4706 -5.2261 0.7653
H -1.2210 -4.1519 2.1460
H 0.0975 -4.4218 0.9908
H -3.1803 -4.5069 -0.9912
H -3.9134 -2.8934 -1.1362
H -3.9510 -3.7499 0.4166
H -0.4525 -5.2291 -1.3684
H 0.6067 -5.6622 -3.5317
H 0.9659 -3.8197 -5.1344
H 0.1594 -1.5526 -4.5973
H -2.4834 -1.0779 -4.5262
H -3.3844 0.2849 -3.8323
H -3.6647 -1.3617 -3.2244
H -1.0921 1.1471 -4.3393
H 0.5010 0.6652 -3.7043
H -0.4650 1.8954 -2.8561
N 5.8790 -1.2472 1.4271
C 7.1538 -0.7963 1.2155
C 8.3812 -1.1435 1.7607
C 9.4884 -0.4909 1.2624
C 9.3847 0.4906 0.2664
C 8.1728 0.8487 -0.2761
C 7.0359 0.1868 0.1955
N 5.7377 0.2848 -0.1900
C 5.0668 -0.5779 0.5387
C 3.6550 -0.7899 0.3629
C 2.8594 -1.5937 1.1900
C 1.5147 -1.7116 0.9164
N 0.8989 -1.1097 -0.1027
C 1.6623 -0.3608 -0.9009
C 3.0112 -0.1721 -0.7179
H 5.6176 -1.9772 2.0676
H 8.4684 -1.9006 2.5242
H 10.4650 -0.7424 1.6466
H 10.2891 0.9618 -0.0864
H 8.0905 1.5982 -1.0449
H 3.2744 -2.1105 2.0413
H 0.8840 -2.3284 1.5517
H 1.1398 0.1217 -1.7179
H 3.5950 0.4527 -1.3730
C -1.9421 1.7535 -0.1982
C -1.8995 2.9731 -0.1762
C -1.8369 4.3682 0.0145
C -1.8052 5.2783 -1.0459
C -1.7617 6.6334 -0.7865
C -1.7508 7.1014 0.5196
C -1.7584 6.2023 1.5759
C -1.7952 4.8466 1.3307
H -1.8178 4.9208 -2.0646
H -1.7422 7.3359 -1.6055
H -1.7332 8.1626 0.7142
H -1.7402 6.5645 2.5923
H -1.7983 4.1394 2.1475

As for the gap between HOMO and LUMO (spin up / spin down): 0.20988 / 0.22292 hartree. The maximum force is 0.0429 Eh/bohr. As for the charge: +2. Its multiplicity is 2. Its LUMO energy (spin up / spin down) is -0.2296 / -0.2166 Eh.



# 3
DFT (ωB97M-V/def2-TZVPD) results for a structure of composition C46H45MoN6O2S3.

Cartesian coordinates (Å):
Mo 1.0072 -1.6605 -1.0487
N 1.1828 -0.6082 0.5877
S 0.5365 0.0551 1.7658
N -0.2116 1.4317 1.3747
S -1.6936 1.5818 0.9066
N -2.2825 0.6535 -0.2045
S -1.5878 0.2763 -1.6075
N -0.6930 -0.9368 -1.5182
C -2.9759 -0.0644 -2.6215
C -4.2248 0.4814 -2.3467
C -5.2648 0.2162 -3.2223
C -5.0476 -0.5732 -4.3451
C -3.7926 -1.1090 -4.6034
C -2.7397 -0.8573 -3.7394
C -0.7883 1.7043 -2.2751
C -1.4929 2.5741 -3.0989
C -0.8471 3.7054 -3.5746
C 0.4748 3.9532 -3.2327
C 1.1643 3.0761 -2.4040
C 0.5358 1.9438 -1.9133
C -2.8370 1.3653 2.2285
C -2.6816 2.2316 3.3098
C -3.5491 2.1111 4.3797
C -4.5470 1.1406 4.3566
C -4.6813 0.2881 3.2715
C -3.8224 0.3929 2.1856
C -1.7907 3.2801 0.4383
C -3.0556 3.7346 0.0706
C -3.2001 5.0595 -0.2970
C -2.0955 5.9055 -0.2914
C -0.8450 5.4344 0.0789
C -0.6782 4.1075 0.4528
C -0.5767 -0.9657 2.6850
C -0.8047 -0.6962 4.0310
C -1.7080 -1.4863 4.7213
C -2.3644 -2.5264 4.0746
C -2.1306 -2.7799 2.7304
C -1.2333 -1.9954 2.0218
C 1.7424 0.6210 2.9109
C 1.6103 1.8355 3.5719
C 2.5801 2.1928 4.4962
C 3.6489 1.3437 4.7500
C 3.7622 0.1297 4.0839
C 2.8048 -0.2427 3.1561
H -4.3852 1.0853 -1.4657
H -6.2478 0.6209 -3.0269
H -5.8657 -0.7767 -5.0226
H -3.6357 -1.7272 -5.4760
H -1.7601 -1.2787 -3.9222
H -2.5170 2.3743 -3.3829
H -1.3767 4.3864 -4.2262
H 0.9726 4.8328 -3.6177
H 2.1931 3.2776 -2.1363
H 1.0627 1.2741 -1.2466
H -1.9165 2.9981 3.3079
H -3.4593 2.7794 5.2245
H -5.2303 1.0573 5.1908
H -5.4638 -0.4581 3.2619
H -3.9194 -0.2626 1.3325
H -3.9145 3.0756 0.0924
H -4.1736 5.4382 -0.5752
H -2.2163 6.9436 -0.5704
H 0.0057 6.1017 0.0868
H 0.2897 3.7274 0.7451
H -0.2762 0.0977 4.5420
H -1.8861 -1.3009 5.7714
H -3.0557 -3.1489 4.6263
H -2.6401 -3.5938 2.2332
H -1.0571 -2.1858 0.9724
H 0.7790 2.4933 3.3628
H 2.5034 3.1371 5.0167
H 4.4011 1.6303 5.4722
H 4.5978 -0.5248 4.2879
H 2.8811 -1.1874 2.6340
C 3.0132 -4.7484 -1.5314
C 1.6372 -4.6272 -2.1546
C 0.6291 -5.5828 -1.5470
C 1.6724 -4.6930 -3.6680
O 1.1487 -3.2595 -1.8354
H 3.4117 -5.7429 -1.7350
H 2.9641 -4.6262 -0.4468
H 3.7039 -4.0199 -1.9603
H 0.8510 -6.5985 -1.8757
H -0.3803 -5.3381 -1.8756
H 0.6689 -5.5623 -0.4577
H 2.0074 -5.6850 -3.9725
H 2.3657 -3.9595 -4.0794
H 0.6818 -4.5265 -4.0883
N 6.3001 -2.6096 0.7034
C 6.3847 -1.4494 0.0049
O 7.2260 -0.6008 0.1700
C 5.2912 -1.1997 -1.0072
C 5.6173 -0.5979 -2.2213
C 4.6133 -0.2732 -3.1163
C 3.2994 -0.5203 -2.7633
N 2.9776 -1.0638 -1.5794
C 3.9589 -1.4139 -0.7231
H 7.0642 -2.8168 1.3299
H 5.7847 -3.3921 0.3378
H 6.6561 -0.3853 -2.4396
H 4.8355 0.1782 -4.0722
H 2.4718 -0.2707 -3.4155
H 3.6482 -1.8261 0.2313

As for the gap between HOMO and LUMO (spin up / spin down): 0.27430 / 0.27228 hartree. The maximum force is 0.0140 Eh/bohr. As for the charge: +3. Its LUMO energy (spin up / spin down) is -0.2978 / -0.3000 Eh.



# 4
DFT (ωB97M-V/def2-TZVPD) results for a structure of composition C46H46BiBrN4O3PSSe2.

Cartesian coordinates (Å):
Bi 0.0614 -0.0320 -0.2000
O -1.1434 1.5606 1.1275
C -2.4133 1.7590 1.1095
C -3.0446 2.3275 2.2503
C -4.3986 2.5169 2.3156
C -5.2236 2.1700 1.2334
C -4.6421 1.6804 0.0939
C -3.2510 1.4711 -0.0134
C -2.7726 1.0186 -1.2831
N -1.6113 0.5438 -1.5921
N -1.3880 0.3136 -2.9225
C -0.2272 -0.2236 -3.1729
O 0.6413 -0.5662 -2.2872
C 0.0986 -0.4903 -4.5952
C 1.4132 -0.7736 -4.9501
C 1.7298 -1.0542 -6.2702
C 0.7335 -1.0679 -7.2355
C -0.5804 -0.7860 -6.8826
C -0.8985 -0.4885 -5.5682
H -2.4003 2.5756 3.0856
H -4.8471 2.9181 3.2150
H -6.2970 2.2841 1.3060
H -5.2584 1.4033 -0.7556
H -3.4695 1.0945 -2.1165
H 2.1723 -0.7650 -4.1794
H 2.7540 -1.2587 -6.5563
H 0.9779 -1.3014 -8.2649
H -1.3528 -0.7955 -7.6421
H -1.9108 -0.2551 -5.2691
Se 0.4658 -2.9657 -0.3056
P -1.2185 -3.9231 -1.3341
Se -3.0374 -2.9197 -1.7974
C -1.6109 -5.3522 -0.2562
C -1.9585 -5.0224 1.0529
C -2.2353 -6.0132 1.9766
C -2.1784 -7.3487 1.5946
C -1.8580 -7.6794 0.2893
C -1.5787 -6.6850 -0.6416
C -0.4834 -4.5728 -2.8762
C 0.5164 -5.5426 -2.8377
C 1.1030 -5.9730 -4.0168
C 0.7194 -5.4201 -5.2315
C -0.2446 -4.4239 -5.2656
C -0.8488 -4.0029 -4.0894
H -1.9901 -3.9801 1.3353
H -2.4898 -5.7449 2.9947
H -2.3871 -8.1289 2.3165
H -1.8235 -8.7200 -0.0101
H -1.3321 -6.9504 -1.6615
H 0.8408 -5.9351 -1.8819
H 1.8699 -6.7376 -3.9878
H 1.1795 -5.7584 -6.1520
H -0.5300 -3.9710 -6.2068
H -1.6036 -3.2276 -4.1105
C 4.7158 4.3363 4.0062
C 5.3038 3.5688 2.8146
C 6.1885 2.4454 3.3591
C 6.1861 4.5080 1.9755
C 4.1864 3.0485 1.9124
C 4.1128 1.7288 1.4970
C 3.1356 1.3621 0.5922
Br 3.1838 -0.4542 -0.0495
C 2.1425 2.2222 0.0746
O 1.2599 1.7931 -0.7952
C 2.2003 3.5647 0.5418
C 3.2285 3.9235 1.4037
C 1.2397 4.6816 0.0987
C 2.0227 5.6529 -0.8000
C -0.0030 4.2098 -0.6675
C 0.7148 5.4379 1.3316
H 5.5166 4.7021 4.6538
H 4.0669 3.6828 4.5915
H 4.1270 5.1921 3.6769
H 6.9881 2.8728 3.9676
H 6.6491 1.8791 2.5488
H 5.6121 1.7627 3.9862
H 6.9864 4.9413 2.5820
H 5.5942 5.3197 1.5517
H 6.6358 3.9539 1.1499
H 4.8033 0.9748 1.8454
H 3.2952 4.9617 1.7045
H 2.4100 5.1281 -1.6751
H 2.8664 6.0916 -0.2634
H 1.3704 6.4589 -1.1460
H 0.2522 3.7776 -1.6316
H -0.6590 5.0702 -0.8316
H -0.5450 3.4594 -0.0950
H 1.5114 5.8917 1.9217
H 0.1529 4.7548 1.9712
H 0.0390 6.2329 1.0088
N -3.7410 -1.3201 6.3664
C -4.3021 -0.9142 5.2126
S -5.8041 -0.2316 5.2200
C -3.4980 -1.0917 3.9840
C -2.1049 -1.1638 4.0252
C -1.4023 -1.2962 2.8423
N -1.9762 -1.3634 1.6452
C -3.3065 -1.2909 1.6044
C -4.1031 -1.1696 2.7369
H -4.2831 -1.2219 7.2064
H -2.8948 -1.8632 6.3811
H -1.5616 -1.0945 4.9590
H -0.3192 -1.3814 2.8503
H -3.7538 -1.3860 0.6275
H -5.1781 -1.1293 2.6486

As for the gap between HOMO and LUMO: 0.23258 hartree. The maximum force is 0.0141 Eh/bohr. As for the charge: -1. Its LUMO energy is 0.0542 Eh.